Entry 1:
Entry from OMol25: 9 unconnected molecules or ions with the total composition C6H26NO8 in a non-equilibrium geometry (ωB97M-V/def2-TZVPD).

## Properties
Orbital gap: 0.3125 hartree
Total charge: -1
Maximum force: 1.799 eV/Å
E_HOMO: -5.4 eV
Total energy: -900.85605 Eh
Energy above the lowest of the compared OMol25 structures with the same formula, charge and spin: 44.5 kcal per mole

Cartesian coordinates (Å):
O -1.9627 -0.5421 2.3240
O 2.6483 3.2081 2.5719
O -0.8762 1.1258 -4.0038
O -2.3272 2.2815 1.8934
O 1.5424 -2.9544 -1.5555
O -0.6288 -2.4598 1.3410
O 1.2883 -0.7382 1.9364
O -1.5148 -3.4679 -0.6942
N -1.4866 0.1348 -0.5167
C 1.4386 2.5865 -0.4440
C 2.7771 2.3550 0.3243
C -0.6848 1.2487 -0.8224
C 0.5751 1.3543 -0.3768
C 2.5596 2.2850 1.7977
C -2.1129 -0.5346 -1.6529
H -2.2278 -4.1215 -0.6230
H 1.5757 2.7869 -1.5128
H 2.8248 -1.9443 0.1709
H 0.7199 -0.0657 2.3390
H 2.2511 -1.4732 0.1670
H -1.0093 -3.1751 0.2043
H -0.7094 -3.0713 2.0891
H 3.6569 2.9939 0.1416
H 0.7497 -1.4883 1.5817
H 2.3462 1.2749 2.1574
H 3.1127 1.3945 -0.0679
H 1.5217 -2.3651 -0.7778
H -1.8827 1.5222 1.4914
H -2.9130 0.0966 -2.0525
H -1.4606 -1.3842 2.0302
H -1.0366 2.0525 -1.4637
H -0.4346 1.6190 -3.2941
H -2.4339 -1.5696 -1.4735
H 0.9405 0.4424 0.1761
H 0.6405 -3.2887 -1.6413
H -2.7071 1.8316 2.6577
H 0.9182 3.3921 0.0728
H -2.5170 -0.2816 1.5863
H -1.3604 -0.7552 -2.4088
H -0.7659 0.1938 -3.8049
H -1.0350 -0.4993 0.1325

=====

Entry 2:
Entry from OMol25: 7 unconnected molecules or ions with the total composition C6H26O7 in a non-equilibrium geometry (ωB97M-V/def2-TZVPD).

## Properties
Orbital gap (alpha / beta): 0.3780 / 0.1139 hartree
Total charge: +1
Maximum force: 2.722 eV/Å
Multiplicity: 2
E_HOMO (alpha / beta): -13.1 / -13.1 eV
Total energy: -770.39422 Eh
<S²>: 0.755
Energy above the lowest of the compared OMol25 structures with the same formula, charge and spin: 78.7 kcal per mole

Cartesian coordinates (Å):
O 3.2329 -0.8644 -2.4625
O 1.2032 1.1645 4.1745
O -1.2247 3.0095 0.3257
O 1.2380 1.8944 -1.1492
O -2.0110 -1.8562 2.3137
O -0.8080 0.0579 0.2262
O -3.3620 1.1065 -0.8597
C -3.2480 0.4225 -2.0759
C 2.2697 1.9395 -0.2544
C 2.1728 -1.5343 -3.0602
C 1.1905 -1.8120 -1.9407
C -1.3755 -2.8126 3.1068
C 0.4949 0.9998 3.0105
H 0.0102 0.4480 -0.0814
H 3.1471 2.3430 -0.7598
H 2.4725 -2.4458 -3.5774
H 0.5527 1.9271 2.4405
H -1.0215 -3.6339 2.4837
H -1.4042 0.1319 -0.5190
H 1.5823 1.6877 -2.0211
H 1.7021 -2.1510 -1.0399
H -1.9097 -3.0790 4.0188
H -1.5964 2.1275 0.3422
H -1.3764 -1.5127 1.6805
H 0.9690 0.2524 2.3743
H 1.9644 1.6043 3.7887
H -3.6848 -0.5758 -2.1024
H 3.4197 -1.4111 -1.6959
H 0.4804 -2.5893 -2.2230
H -0.4198 -2.4354 3.4707
H 2.5771 0.9202 -0.0207
H -0.5081 0.6264 3.2170
H -0.7116 3.0386 -0.4818
H 2.1126 2.5000 0.6671
H 1.6114 -0.9082 -3.7537
H -3.8285 0.9081 -2.8604
H 0.5894 -0.9378 -1.6908
H -4.2764 1.1277 -0.5681
H -2.2264 0.3221 -2.4425

=====

Entry 3:
Entry from OMol25: 8 unconnected molecules or ions with the total composition C6H26O9 (ωB97M-V/def2-TZVPD).

## Properties
Orbital gap: 0.4054 hartree
Maximum force: 0.956 eV/Å
E_HOMO: -10.7 eV
SMILES: CCCCCC(=O)O.O.O.O.O.O.O.O
Total energy: -921.44742 Eh
Energy above the lowest of the compared OMol25 structures with the same formula, charge and spin: 0.0 kcal per mole

Cartesian coordinates (Å):
O -2.1681 1.2836 2.3126
O 0.9735 1.8040 -0.7359
O 3.7728 2.3503 -1.0172
O 1.0216 -0.1054 1.1625
O -1.5352 2.5898 -0.0313
O -0.8300 -0.7752 3.6816
O 0.7630 1.3745 3.4875
O 0.3474 -2.0959 1.8705
O 2.4794 0.5911 -2.6694
C -1.1583 -2.1539 -0.8901
C -2.5864 -0.4450 -2.1394
C -1.4315 -0.6594 -1.1688
C 1.3882 -2.0368 -0.2328
C 0.2713 -2.5955 -1.1769
C 0.8995 -1.3242 0.9856
H -1.4911 -0.2424 3.2107
H 1.9762 -2.8726 0.1115
H 1.7758 0.9154 -2.0651
H -0.6463 2.3194 -0.3357
H 4.3929 1.9262 -0.4152
H 2.0618 -1.3876 -0.7870
H -1.6507 -0.1356 -0.2388
H 0.5536 -2.3258 -2.1899
H -1.9571 1.7357 1.4559
H 2.1937 0.8466 -3.5709
H 3.6173 1.7086 -1.7310
H 1.8326 2.2828 -0.5912
H -0.5460 -0.1971 -1.5969
H -2.3619 -0.8117 -3.1419
H -2.7798 0.6224 -2.2527
H -1.8402 -2.7524 -1.5005
H 1.0609 0.9921 2.6387
H 0.3190 -3.6801 -1.1221
H -3.5077 -0.9077 -1.7736
H -1.4341 -2.3871 0.1426
H -0.0195 1.8957 3.2556
H -1.4953 3.5579 -0.0666
H -0.1137 -1.6018 2.6486
H -2.9998 1.6851 2.6022
H 0.9865 1.1091 -0.0351
H -0.1348 -0.0967 3.9098

=====

Entry 4:
Entry from OMol25: 7 unconnected molecules or ions with the total composition C6H27NO7 in a non-equilibrium geometry (ωB97M-V/def2-TZVPD).

## Properties
Orbital gap: 0.3573 hartree
Maximum force: 1.347 eV/Å
E_HOMO: -9.7 eV
SMILES: CC(C)C[C@@H](N)CO.O.O.O.O.O.O
Total energy: -826.21012 Eh
Energy above the lowest of the compared OMol25 structures with the same formula, charge and spin: 30.6 kcal per mole

Cartesian coordinates (Å):
O 2.4036 -3.7187 2.4249
O 0.5007 2.1823 -2.0335
O -0.5294 4.6570 -0.5901
O -2.8398 -1.1105 2.4070
O -2.2662 2.2377 -1.7018
O 1.8605 3.4156 0.6127
O -1.6382 -0.3997 -2.9676
N -0.2300 -2.0350 2.3791
C 0.1843 -0.7219 0.2817
C -0.7741 -1.5604 1.1041
C 1.5085 -1.3530 -0.1054
C -2.1381 -0.8186 1.1862
C 2.5450 -0.2551 -0.4862
C 1.3763 -2.4298 -1.2139
H 0.3190 -2.5202 -1.4845
H 0.4714 1.7600 -1.1653
H 0.3692 0.2410 0.7885
H 1.3331 1.9006 -2.4414
H 1.5989 -3.4073 -0.7959
H -1.9603 0.2531 1.2482
H 1.9163 -1.8278 0.7776
H -3.4473 -1.8403 2.2563
H -0.9209 -2.4947 0.5529
H 2.0185 -2.2399 -2.0663
H 2.0202 0.6974 -0.4253
H -1.0526 -2.3778 2.8651
H -2.7250 -1.1547 0.3380
H -0.9125 0.2458 -2.9989
H 3.4098 -0.2635 0.1777
H -0.3324 3.9805 -1.2562
H -0.3541 -0.3559 -0.6088
H 3.0284 -3.2606 1.8606
H 0.1636 -1.3131 2.9739
H -1.4823 4.5779 -0.4742
H 2.9997 -0.3465 -1.4762
H 1.6643 4.1346 1.2157
H -2.9301 2.3208 -2.3917
H -1.1193 -1.1638 -3.2493
H 1.1431 3.3790 -0.0284
H 1.5130 -3.3702 2.2555
H -1.4099 2.2382 -2.1487

=====

Entry 5:
Entry from OMol25: a molecular structure, C6H27NO8 in a non-equilibrium geometry (ωB97M-V/def2-TZVPD).

## Properties
Orbital gap: 0.3051 hartree
Maximum force: 7.293 eV/Å
E_HOMO: -8.5 eV
Total energy: -901.11656 Eh
Energy above the lowest of the compared OMol25 structures with the same formula, charge and spin: 257.7 kcal per mole

Cartesian coordinates (Å):
O 1.7534 0.1410 1.4665
O -1.7850 2.0731 -2.4904
O 3.0635 0.4444 -0.7397
O 1.3489 -2.0701 2.1471
O 0.8174 1.6280 3.0156
O 1.0194 -0.3138 3.8124
O 1.7086 -1.2293 -0.6524
O -1.7911 -0.9579 0.8414
N 0.1854 0.2162 -1.3221
C -2.2230 -2.0325 1.5695
C -0.3581 -0.8040 0.7878
C -1.0223 -0.1850 -2.1003
C -1.8003 2.3751 -3.8550
C -0.0487 0.5460 0.0771
C -2.1683 0.7885 -2.0834
H -2.9912 0.4881 -2.7321
H 2.4616 1.1746 -0.5957
H -3.2972 -2.0974 1.7424
H -0.8219 -0.4205 -3.1456
H -1.3613 -1.0983 -1.6115
H -1.1742 3.2016 -4.1911
H -0.9021 1.2148 0.1891
H 1.4342 2.3501 3.1349
H -2.8049 2.6106 -4.2065
H -2.0245 -2.9863 1.0805
H -0.1081 -0.6281 1.8340
H 0.9080 -0.7845 -0.9308
H 1.0345 0.6291 3.6481
H 0.8825 1.4078 2.0863
H 0.5661 0.9895 -1.8486
H 0.8122 1.0258 0.5427
H -1.8413 -2.0515 2.5903
H 1.3007 -0.6982 1.3830
H -2.6332 0.9333 -1.1082
H 3.4895 0.6452 -1.5730
H 1.2877 -2.8298 2.7262
H 0.1973 -1.6914 0.4843
H 2.4101 -0.6107 -0.8563
H 1.9506 -2.3440 1.4548
H 1.4629 -0.6965 3.0554
H -1.4177 1.5627 -4.4728
H 2.4801 0.0844 0.8460